C35H34IrN4O4 | ωB97M-V/def2-TZVPD

Computed properties:
Charge ... -1
Frontier orbital gap ... 7.471 eV
Molecular weight ... 766.90 g mol⁻¹
E ... -1978.63678 Eh
Energy relative to the best compared isomer or geometry (same formula, charge and spin) ... 0.00 kcal per mole

Each line ends with the Mulliken charge.
Positions of all 78 atoms, in Å:
1 Ir 0.251304 0.098126 0.504444  2.55
2 C 1.356092 0.677513 4.746576  -2.13
3 C 0.708968 0.035333 3.541801  1.23
4 O 1.242511 0.294853 2.456923  -0.58
5 C -0.418048 -0.877500 3.743729  1.49
6 C -0.818282 -1.148709 5.065969  -1.45
7 C -1.850527 -1.998358 5.376894  -1.02
8 C -2.541382 -2.620065 4.327912  -0.61
9 C -2.191748 -2.380113 3.027124  -0.99
10 C -1.133206 -1.497779 2.672610  0.55
11 O -0.890533 -1.371870 1.410014  -0.36
12 H 2.138469 1.340269 4.386738  0.42
13 H 1.788381 -0.074064 5.409670  0.36
14 H 0.618186 1.255440 5.301364  0.41
15 H -0.292748 -0.666712 5.878283  0.34
16 H -2.124643 -2.178201 6.407789  0.39
17 H -3.363205 -3.293619 4.543635  0.40
18 H -2.718706 -2.855834 2.209163  0.48
19 C 3.438761 -2.622712 2.609895  -1.30
20 C 1.999263 -3.000801 2.260271  0.37
21 C 1.856779 -3.508750 0.854633  0.26
22 C 1.809148 -4.874837 0.612856  -0.72
23 C 1.751225 -5.372314 -0.679798  -1.05
24 C 1.759158 -4.491579 -1.744247  -0.80
25 C 1.808476 -3.112886 -1.545448  0.77
26 C 1.828394 -2.223485 -2.766855  -0.29
27 C 3.160747 -2.288617 -3.515871  -1.40
28 C 1.838006 -2.624393 -0.232736  -0.76
29 N 1.835089 -1.211072 -0.011580  1.79
30 C 2.897315 -0.551941 -0.373724  -0.03
31 C 2.838320 0.849162 -0.469562  -0.58
32 C 3.745095 1.845204 -0.856661  -1.05
33 C 3.016325 3.028887 -0.883575  -0.90
34 C 1.693928 2.706873 -0.523936  -0.55
35 N 1.587909 1.400549 -0.283127  0.35
36 H 3.510859 -2.309638 3.653849  0.41
37 H 3.778981 -1.790137 1.992961  0.21
38 H 4.116663 -3.465961 2.458451  0.33
39 H 1.363069 -2.133765 2.377546  -0.83
40 H 1.637207 -3.765147 2.952025  0.68
41 H 1.817211 -5.553581 1.458396  0.43
42 H 1.698559 -6.440065 -0.853639  0.37
43 H 1.711354 -4.869222 -2.760089  0.49
44 H 1.612042 -1.192689 -2.498570  -0.23
45 H 1.025371 -2.543294 -3.436315  0.60
46 H 3.980692 -1.928170 -2.891921  0.27
47 H 3.128963 -1.672085 -4.415762  0.43
48 H 3.398042 -3.312388 -3.811140  0.37
49 H 3.802648 -1.094924 -0.639071  0.45
50 H 4.790921 1.708157 -1.084765  0.50
51 H 3.377979 4.010592 -1.145807  0.43
52 H 0.834622 3.352222 -0.470485  0.37
53 O -1.182897 1.691518 3.227540  -0.60
54 C -1.554322 2.073500 2.130851  0.12
55 C -2.557941 3.210999 1.974309  -0.62
56 C -2.746511 3.326888 0.474945  -0.82
57 C -1.627339 2.458387 -0.077073  0.35
58 O -1.222573 2.536254 -1.216777  -0.59
59 N -1.144042 1.612437 0.907737  0.12
60 H -2.113463 4.106489 2.411904  0.26
61 H -3.453804 2.973342 2.545995  0.31
62 H -2.655920 4.333996 0.071624  0.36
63 H -3.693915 2.908997 0.129017  0.20
64 C -0.629238 -0.481625 -1.289635  -1.24
65 C -2.091749 -0.302430 -1.541379  0.16
66 C -3.038433 -0.917091 -0.713387  -0.14
67 C -4.394778 -0.796648 -0.952926  -1.09
68 C -4.845902 -0.057745 -2.046543  0.67
69 C -3.917972 0.558021 -2.887528  -0.98
70 C -2.566785 0.435373 -2.630031  -0.13
71 C -6.251348 0.064666 -2.309175  0.05
72 N -7.379222 0.162774 -2.519888  -0.62
73 H -0.068960 -0.085251 -2.139193  0.27
74 H -0.458514 -1.565175 -1.243149  0.38
75 H -2.679776 -1.479863 0.137601  0.43
76 H -5.113537 -1.274543 -0.298982  0.45
77 H -4.266795 1.136251 -3.733729  0.41
78 H -1.852484 0.938349 -3.267783  0.40

Cartesian forces, eV/Å:
Ir 0.0270 -0.3608 0.1674
C 0.0332 -0.0141 -0.0270
C 0.0314 -0.0997 0.0685
O -0.2081 0.3036 -0.0591
C 0.0153 -0.0753 -0.0404
C 0.0196 -0.0021 -0.0253
C -0.0257 -0.0201 0.0082
C 0.0053 0.0182 0.0158
C 0.0073 -0.0280 -0.0144
C 0.2223 -0.0846 0.0633
O -0.0819 0.1331 -0.0358
H 0.0128 -0.0108 0.0007
H -0.0085 0.0174 0.0114
H -0.0165 -0.0033 -0.0057
H -0.0029 -0.0015 -0.0024
H -0.0030 -0.0001 0.0007
H 0.0005 -0.0038 0.0024
H 0.0080 -0.0041 -0.0041
C -0.0130 0.0093 0.0147
C -0.0252 -0.0450 -0.0190
C 0.0460 0.0029 -0.0252
C 0.0212 0.0136 0.0059
C -0.0038 0.0021 -0.0092
C 0.0007 -0.0170 0.0076
C -0.0528 -0.0016 -0.0165
C 0.0598 0.0230 -0.0082
C -0.0031 -0.0047 0.0038
C -0.0603 -0.0329 0.0287
N 0.0106 0.0299 -0.0033
C 0.0477 -0.0358 0.0669
C -0.0744 -0.0238 -0.1232
C 0.0275 0.0061 0.0363
C -0.0061 -0.0039 0.0046
C 0.0386 -0.0284 -0.0003
N 0.1078 0.0432 0.0372
H -0.0010 0.0015 -0.0074
H 0.0158 -0.0102 -0.0051
H -0.0025 0.0056 -0.0035
H -0.0682 0.1142 0.0519
H -0.0034 0.0087 -0.0014
H -0.0040 -0.0006 0.0008
H -0.0012 0.0007 0.0007
H 0.0050 0.0004 -0.0009
H 0.0242 -0.0493 -0.0033
H -0.0077 0.0137 0.0041
H -0.0018 0.0041 0.0073
H 0.0029 -0.0021 0.0019
H 0.0066 -0.0035 -0.0047
H -0.0016 0.0045 -0.0392
H -0.0017 -0.0124 -0.0041
H -0.0075 0.0042 0.0038
H 0.0340 0.0143 0.0029
O -0.0051 0.1041 -0.0269
C -0.1627 -0.0043 -0.0254
C 0.0300 -0.0040 0.0134
C 0.0501 0.0333 0.0040
C -0.0626 -0.0606 0.0281
O -0.0663 -0.0509 -0.0711
N 0.1944 -0.0398 -0.0828
H -0.0185 -0.0041 0.0212
H -0.0141 -0.0076 -0.0194
H -0.0163 0.0056 0.0111
H 0.0078 -0.0263 -0.0112
C 0.0367 0.0775 0.0465
C -0.0119 0.0342 0.1015
C -0.0504 0.0319 0.0386
C 0.0235 -0.0002 -0.0041
C 0.0098 0.0149 -0.0321
C -0.0433 0.0155 -0.0016
C 0.0516 -0.0166 0.0261
C -0.0136 0.0068 0.0070
N 0.0076 -0.0019 -0.0028
H -0.0763 0.0968 -0.0007
H -0.0232 -0.0099 -0.1396
H -0.0142 0.0006 -0.0060
H 0.0053 -0.0014 0.0054
H 0.0045 -0.0001 -0.0020
H 0.0122 0.0119 -0.0057